Entry 1:
{"formula": "C2HLiNaO3", "method": "the ωB97M-V functional and the def2-TZVPD basis", "species": ["O", "C", "O", "C", "O", "Na", "H", "Li"], "coordinates": [[0.7521, -0.6485, -0.9630], [1.0093, 0.4057, -0.3698], [-1.1277, -1.1429, 1.0131], [-0.8804, 0.0136, 0.8799], [-1.3064, 1.1014, 0.6215], [-0.1081, -2.7305, -0.5332], [2.0672, 0.5701, -0.0405], [-0.4060, 2.4311, -0.6080]], "charge": 1, "de_lowest_kcal_mol": 35.6, "orbital_gap_ev": [6.9, 6.9]}

=====

Entry 2:
{"formula": "C32H45BrN2O25S6", "method": "the ωB97M-V functional and the def2-TZVPD basis", "species": ["Br", "C", "C", "C", "N", "C", "C", "C", "C", "C", "C", "N", "C", "O", "C", "C", "C", "C", "C", "C", "C", "C", "C", "C", "H", "H", "H", "H", "H", "H", "H", "H", "H", "H", "H", "H", "H", "H", "H", "H", "H", "H", "H", "H", "H", "C", "C", "O", "S", "O", "O", "O", "H", "H", "H", "H", "C", "C", "O", "S", "O", "O", "O", "H", "H", "H", "H", "C", "C", "O", "S", "O", "O", "O", "H", "H", "H", "H", "C", "C", "O", "S", "O", "O", "O", "H", "H", "H", "H", "C", "C", "O", "S", "O", "O", "O", "H", "H", "H", "H", "C", "C", "O", "S", "O", "O", "O", "H", "H", "H", "H"], "coordinates": [[-8.0512, -0.1164, 0.4687], [-8.7690, 1.6906, 0.4095], [-8.9230, 2.1724, -1.0467], [-7.8065, 3.1255, -1.4674], [-6.4738, 2.4638, -1.3676], [-6.1905, 1.4865, -2.2447], [-4.9940, 0.8195, -2.1800], [-4.0617, 1.1586, -1.1948], [-2.7854, 0.3963, -1.1224], [-2.3711, -0.1675, 0.0817], [-1.2030, -0.8953, 0.1084], [-0.4638, -1.0663, -0.9924], [0.7663, -1.8764, -0.9769], [0.5876, -3.1636, -1.5218], [-0.6914, -3.7001, -1.4806], [-1.4529, -3.7203, -2.6353], [-2.7419, -4.2295, -2.6241], [-3.2737, -4.7209, -1.4393], [-2.5027, -4.7224, -0.2863], [-1.2148, -4.2164, -0.3047], [-0.8354, -0.5001, -2.1519], [-1.9890, 0.2373, -2.2541], [-4.3708, 2.1902, -0.3127], [-5.5862, 2.8226, -0.4325], [-9.7057, 1.7267, 0.9553], [-8.0573, 2.3246, 0.9365], [-8.9662, 1.3111, -1.7114], [-9.8623, 2.7221, -1.1172], [-7.7986, 4.0287, -0.8623], [-7.9510, 3.3789, -2.5170], [-6.9189, 1.2382, -3.0037], [-4.7832, 0.0251, -2.8839], [-2.9391, -0.0762, 0.9973], [-0.8568, -1.3494, 1.0261], [1.5223, -1.3640, -1.5643], [1.1411, -1.9591, 0.0437], [-1.0149, -3.3186, -3.5429], [-3.3115, -4.2207, -3.5439], [-4.2877, -5.0982, -1.4395], [-2.9429, -5.1197, 0.6189], [-0.6017, -4.2268, 0.5904], [-0.1827, -0.6681, -2.9978], [-2.2350, 0.6525, -3.2215], [-3.6600, 2.4863, 0.4464], [-5.8743, 3.6161, 0.2433], [5.1197, -0.6170, 1.8325], [3.7408, -0.5144, 2.4478], [3.1490, 0.6265, 1.8048], [3.7133, 0.7457, 0.3088], [2.7656, 0.1623, -0.5948], [4.1501, 2.0720, 0.1094], [4.9210, -0.2636, 0.4554], [5.8230, 0.0957, 2.2658], [5.5302, -1.6198, 1.9043], [3.7600, -0.3703, 3.5238], [3.1373, -1.3943, 2.2080], [-10.4873, -2.9459, 1.5553], [-9.5764, -4.0850, 1.1465], [-10.2290, -5.2534, 1.6464], [-11.8219, -5.0516, 1.5934], [-12.3196, -5.6454, 0.4045], [-12.3549, -5.3584, 2.8650], [-11.8074, -3.4629, 1.3792], [-10.3532, -2.6864, 2.6078], [-10.3497, -2.0588, 0.9430], [-8.5794, -4.0030, 1.5717], [-9.5045, -4.1684, 0.0588], [-12.2264, -7.7725, -1.7054], [-12.5328, -9.1365, -1.1246], [-13.3798, -9.7508, -2.1043], [-12.9650, -9.2609, -3.5690], [-12.1066, -10.2197, -4.1645], [-14.1265, -8.7922, -4.2302], [-12.0713, -8.0116, -3.1122], [-13.0558, -7.0816, -1.5597], [-11.3189, -7.3366, -1.3008], [-13.0436, -9.0818, -0.1677], [-11.6303, -9.7432, -1.0221], [8.9049, 2.6438, -2.3699], [8.6387, 3.8323, -1.4770], [7.7161, 3.3281, -0.4852], [8.0341, 1.7972, -0.1968], [8.8218, 1.6854, 0.9793], [6.8274, 1.0495, -0.3210], [8.9596, 1.5273, -1.4619], [8.0874, 2.4724, -3.0726], [9.8403, 2.7341, -2.9142], [8.1939, 4.6694, -2.0056], [9.5467, 4.1603, -0.9748], [13.4495, 6.4487, 0.1921], [13.4172, 5.0599, 0.7908], [12.5560, 4.3181, -0.1019], [12.7344, 4.8617, -1.5882], [13.6340, 4.0315, -2.3012], [11.4406, 5.1440, -2.1139], [13.4722, 6.2234, -1.2285], [12.5482, 7.0138, 0.4371], [14.3255, 7.0155, 0.4930], [13.0195, 5.0453, 1.7963], [14.4025, 4.5946, 0.7835], [13.1904, 6.3278, 6.4693], [12.1536, 6.3470, 5.3654], [12.8270, 6.9791, 4.2649], [14.3842, 6.6085, 4.3015], [14.6221, 5.5269, 3.4083], [15.1330, 7.8055, 4.2146], [14.4234, 6.0456, 5.7903], [13.2796, 7.2998, 6.9567], [12.9958, 5.5633, 7.2157], [11.2634, 6.9101, 5.6291], [11.8714, 5.3365, 5.0631]], "charge": 2, "orbital_gap_ev": 5.5}

=====

Entry 3:
{"formula": "C41H34BaBrF5N3OSSi", "method": "the ωB97M-V functional and the def2-TZVPD basis", "species": ["Ba", "Br", "C", "C", "C", "C", "O", "C", "C", "N", "C", "C", "C", "C", "C", "C", "C", "C", "N", "C", "C", "H", "H", "H", "H", "H", "H", "H", "H", "H", "H", "C", "Si", "C", "N", "C", "C", "C", "C", "C", "C", "C", "C", "C", "C", "C", "C", "C", "C", "C", "C", "C", "H", "H", "H", "H", "H", "H", "H", "H", "H", "H", "H", "H", "H", "H", "H", "H", "H", "H", "H", "H", "H", "H", "H", "H", "F", "C", "C", "F", "C", "F", "C", "S", "C", "F", "C", "F"], "coordinates": [[0.1472, 0.0870, 0.8956], [1.1526, -4.7552, 6.5897], [1.0456, -3.1768, 5.5351], [0.2107, -2.1286, 5.9408], [0.1283, -0.9913, 5.1816], [0.8516, -0.8306, 3.9657], [0.6895, 0.2171, 3.2482], [1.7186, -1.9060, 3.5898], [2.6060, -1.8874, 2.4503], [2.7592, -0.9619, 1.5730], [3.7848, -1.1462, 0.6407], [5.0248, -1.6228, 0.9884], [6.0340, -1.8217, 0.0244], [5.8063, -1.5345, -1.2876], [4.5542, -1.0036, -1.6833], [4.2625, -0.6794, -3.0296], [3.0468, -0.1606, -3.3513], [2.1161, 0.0592, -2.3125], [2.3459, -0.2272, -1.0573], [3.5459, -0.7815, -0.7233], [1.7806, -3.0623, 4.3881], [-0.3759, -2.2296, 6.8452], [-0.5292, -0.1805, 5.4694], [3.2142, -2.7952, 2.3551], [5.2263, -1.8365, 2.0304], [6.9957, -2.2097, 0.3380], [6.5716, -1.6972, -2.0375], [5.0157, -0.8576, -3.7890], [2.7758, 0.0843, -4.3693], [1.1431, 0.4777, -2.5554], [2.4287, -3.8739, 4.0759], [-2.7845, 0.2369, 0.3508], [-2.7710, 1.3116, -1.0573], [-1.9456, 2.9365, -0.4355], [-0.5320, 2.7824, -0.0308], [-0.1378, 3.5859, 1.1454], [0.5364, 4.8993, 0.7656], [1.8656, 4.6078, 0.0503], [1.7796, 3.2787, -0.7184], [0.3488, 3.0404, -1.1781], [-4.3281, 1.9849, -1.9491], [-4.7873, 1.4590, -3.1600], [-5.9477, 1.9241, -3.7664], [-6.6842, 2.9398, -3.1727], [-6.2542, 3.4773, -1.9665], [-5.0961, 2.9991, -1.3684], [-1.7714, 0.5254, -2.4750], [-1.4258, -0.8259, -2.3957], [-0.7447, -1.4692, -3.4265], [-0.3896, -0.7627, -4.5649], [-0.7121, 0.5884, -4.6661], [-1.3982, 1.2163, -3.6351], [-3.0863, -0.8067, 0.2415], [-3.2303, 0.6602, 1.2577], [-2.5289, 3.1726, 0.4617], [-2.0668, 3.7944, -1.1185], [0.5569, 3.0103, 1.7751], [-1.0258, 3.7529, 1.7530], [0.6961, 5.5118, 1.6548], [-0.1349, 5.4622, 0.1112], [2.6806, 4.5642, 0.7759], [2.1005, 5.4211, -0.6402], [2.1014, 2.4473, -0.0827], [2.4541, 3.2759, -1.5763], [0.2769, 2.2035, -1.8716], [0.0034, 3.9267, -1.7392], [-4.2256, 0.6643, -3.6408], [-6.2790, 1.4927, -4.7045], [-7.5888, 3.3070, -3.6433], [-6.8258, 4.2662, -1.4903], [-4.7895, 3.4247, -0.4164], [-1.6913, -1.4001, -1.5134], [-0.4881, -2.5168, -3.3175], [0.1395, -1.2583, -5.3709], [-0.4393, 1.1477, -5.5541], [-1.6598, 2.2664, -3.7399], [-1.5492, -6.0011, 4.7214], [-1.1085, -5.3127, 3.6592], [-0.2262, -5.8873, 2.7633], [0.2005, -7.1428, 2.9749], [0.2017, -5.1822, 1.6538], [1.0532, -5.8122, 0.8289], [-0.2150, -3.8794, 1.3672], [0.3054, -3.0225, -0.0591], [-1.0800, -3.3356, 2.3160], [-1.5204, -2.0678, 2.1700], [-1.5305, -4.0174, 3.4304], [-2.3774, -3.4332, 4.2882]], "charge": -1, "de_lowest_kcal_mol": 11.1, "orbital_gap_ev": 6.0}

=====

The records above yield total energy values of -472.13216; -8199.32773; -5608.97199 hartree, respectively.
The records above yield maximum force values of 3.34; 1.17; 0.97 eV/Å, respectively.